Entry 1:
{
  "formula": "C4H13N3",
  "method": "ωB97M-V/def2-TZVPD",
  "e_lumo_ev": 1.08,
  "smiles": "C[C@H](CN)NCN",
  "energy_ha": -324.42354,
  "total_charge": 0,
  "homo_energy_ev": -8.14,
  "symbols": ["N", "N", "N", "C", "C", "C", "C", "H", "H", "H", "H", "H", "H", "H", "H", "H", "H", "H", "H", "H"],
  "coordinates": [[0.819, 1.736, 1.029], [-1.170, 0.136, -0.498], [-0.979, -0.807, 1.752], [-1.414, -1.040, 0.420], [0.694, -0.676, -1.894], [1.291, 0.727, 0.111], [0.182, 0.445, -0.950], [-0.012, -1.498, -1.911], [-0.268, -1.314, 2.230], [1.041, 1.657, 1.999], [-1.629, 0.913, -0.032], [1.584, -0.200, 0.581], [0.980, -0.334, -2.878], [1.471, -1.222, -1.316], [2.116, 1.113, -0.502], [0.006, 2.282, 0.853], [-0.894, -1.877, -0.045], [0.143, 1.307, -1.616], [-1.472, -0.149, 2.323], [-2.491, -1.199, 0.345]],
  "forces_ev_per_angstrom": [[1.115, 0.161, 0.423], [-0.676, -0.513, 0.518], [-0.202, -0.202, 0.595], [0.800, 1.434, -1.254], [0.159, -0.989, 2.104], [-1.633, 1.108, -1.029], [0.522, -0.841, -0.500], [-0.683, 0.223, -0.759], [0.186, -0.310, -0.202], [-0.002, -0.151, 0.159], [0.296, 0.176, -0.296], [0.077, -0.186, 0.429], [0.217, -0.182, -0.061], [0.469, 0.594, -0.929], [0.294, -0.256, 0.263], [-0.342, -0.116, -0.327], [-0.086, -0.205, 0.380], [-0.421, 0.427, 0.425], [-0.106, -0.005, -0.062], [0.016, -0.165, 0.123]],
  "mulliken_charge": [-0.433, -0.369, -0.336, -0.690, -1.260, -0.661, 0.126, 0.359, 0.174, 0.172, 0.284, 0.336, 0.326, 0.316, 0.309, 0.184, 0.360, 0.323, 0.158, 0.324]
}

=====

Entry 2:
{
  "formula": "C24H21N4O2SW",
  "method": "ωB97M-V/def2-TZVPD",
  "e_lumo_ev": [-4.23, -4.92],
  "energy_ha": -1761.75762,
  "total_charge": 1,
  "spin_multiplicity": 3,
  "homo_energy_ev": [-11.19, -11.68],
  "symbols": ["W", "S", "O", "O", "N", "N", "N", "N", "C", "C", "C", "C", "C", "C", "C", "C", "C", "C", "C", "C", "C", "C", "C", "C", "C", "C", "C", "C", "C", "C", "C", "C", "H", "H", "H", "H", "H", "H", "H", "H", "H", "H", "H", "H", "H", "H", "H", "H", "H", "H", "H", "H", "H"],
  "coordinates": [[0.162, 1.044, -0.401], [0.835, 5.435, 1.027], [-3.427, 1.082, 1.412], [3.494, 0.160, 1.861], [0.375, 2.950, -0.076], [1.927, 0.337, 0.169], [0.052, 0.727, 1.603], [-1.747, 0.562, -0.100], [-4.659, -0.442, -2.129], [0.960, -1.654, -1.560], [3.044, -1.253, -2.928], [-1.315, 0.730, 3.545], [4.199, 2.050, -0.438], [4.610, 0.487, -2.373], [-0.984, 1.731, -2.638], [3.840, 0.874, -1.284], [1.149, 0.510, 2.342], [2.364, 0.321, 1.463], [2.250, -0.915, -1.846], [4.237, -0.583, -3.169], [-3.949, -1.338, 0.108], [-2.604, 0.356, -1.195], [2.687, 0.123, -0.986], [-0.175, 0.556, 4.327], [-2.273, 0.841, 1.146], [1.072, 0.415, 3.724], [-1.164, 0.792, 2.169], [-4.438, 0.313, -3.266], [0.571, 4.026, 0.415], [-3.744, -0.458, -1.083], [-2.290, 0.987, -2.415], [-3.231, 0.971, -3.434], [-2.992, -1.663, 0.523], [-4.530, -2.217, -0.158], [-0.826, 1.817, -3.717], [-1.044, 2.767, -2.252], [-5.185, 0.354, -4.044], [1.975, 0.244, 4.291], [3.305, 2.634, -0.192], [0.244, -1.062, -0.907], [-2.301, 0.821, 3.972], [4.870, -0.891, -3.988], [-0.262, 0.508, 5.402], [4.643, 1.712, 0.500], [-0.032, 1.173, -2.263], [-4.484, -0.796, 0.890], [5.509, 1.041, -2.596], [4.911, 2.694, -0.947], [1.180, -2.585, -1.030], [2.736, -2.051, -3.584], [0.457, -1.918, -2.493], [-3.023, 1.492, -4.357], [-5.564, -1.023, -2.044]],
  "forces_ev_per_angstrom": [[0.293, 1.314, 1.041], [-0.015, -0.055, -0.021], [0.728, -0.032, 0.043], [-0.605, -0.030, -0.074], [-0.105, -0.573, -0.317], [-0.285, 0.197, -0.541], [-0.260, -0.344, 1.707], [0.302, -0.188, -0.364], [0.103, 0.109, 0.024], [0.219, 0.216, -0.023], [-0.025, 0.060, -0.030], [0.151, 0.079, -0.334], [0.067, 0.012, 0.143], [-0.134, -0.002, 0.030], [-0.555, 0.306, 0.363], [-0.362, -0.085, 0.106], [-0.064, 0.077, 0.175], [0.484, -0.095, 0.602], [0.034, 0.381, 0.334], [-0.123, -0.008, 0.109], [-0.224, 0.031, 0.133], [-0.712, 0.033, -0.950], [0.908, -0.670, -0.821], [0.046, -0.006, -0.257], [-0.482, 0.270, 0.638], [-0.009, 0.111, -0.390], [0.030, 0.033, 0.245], [0.059, -0.045, -0.070], [0.071, 0.389, 0.109], [0.320, 0.154, -0.097], [-0.136, -0.236, 0.308], [0.142, -0.054, 0.087], [-0.058, -0.058, 0.025], [0.026, -0.042, -0.059], [0.425, -0.143, 0.252], [0.338, -0.528, 0.015], [-0.026, -0.047, -0.077], [0.035, -0.029, 0.013], [0.129, 0.022, 0.011], [0.259, -0.971, -0.519], [-0.080, -0.043, 0.006], [0.005, 0.013, -0.112], [-0.008, -0.011, 0.084], [0.016, 0.099, 0.013], [-0.503, 0.355, -1.684], [-0.010, -0.148, 0.001], [0.106, 0.036, -0.023], [0.002, 0.045, -0.029], [-0.262, 0.148, 0.206], [-0.043, -0.136, -0.103], [-0.142, 0.151, 0.173], [0.028, 0.041, -0.141], [-0.098, -0.102, 0.041]],
  "lowdin_spin": [1.494, 0.102, 0.012, 0.019, 0.011, 0.020, -0.002, 0.021, 0.000, 0.009, -0.005, -0.006, 0.004, -0.002, 0.015, 0.028, 0.024, 0.005, 0.038, 0.035, 0.000, 0.013, 0.025, 0.026, 0.006, -0.005, 0.022, 0.002, 0.045, 0.004, 0.006, 0.000, 0.000, 0.000, 0.001, 0.003, 0.000, 0.000, 0.001, 0.006, -0.001, 0.002, 0.001, 0.002, 0.021, 0.000, -0.001, 0.000, 0.001, -0.001, 0.001, 0.000, 0.000]
}

=====

Entry 3:
{
  "formula": "C6H14",
  "method": "ωB97M-V/def2-TZVPD",
  "e_lumo_ev": 1.27,
  "smiles": "CCCCCC",
  "energy_ha": -237.00465,
  "total_charge": 0,
  "homo_energy_ev": -10.86,
  "symbols": ["C", "C", "C", "C", "C", "C", "H", "H", "H", "H", "H", "H", "H", "H", "H", "H", "H", "H", "H", "H"],
  "coordinates": [[-2.950, 0.555, 0.098], [2.534, 0.896, -0.237], [-0.460, 0.050, 0.250], [-1.816, -0.425, -0.266], [0.667, -0.858, -0.202], [2.055, -0.412, 0.348], [2.782, -1.215, 0.180], [-2.683, 1.528, -0.309], [-0.440, 0.102, 1.345], [1.944, -0.322, 1.448], [0.675, -0.843, -1.315], [-2.988, 0.661, 1.170], [2.534, 0.899, -1.318], [-1.742, -0.548, -1.346], [-0.250, 1.073, -0.101], [3.546, 1.096, 0.134], [-1.992, -1.387, 0.195], [1.905, 1.730, 0.104], [-3.940, 0.276, -0.279], [0.482, -1.883, 0.144]],
  "forces_ev_per_angstrom": [[0.586, -0.269, -0.534], [0.241, 0.461, 0.810], [0.126, 0.349, -0.065], [-0.130, 0.675, 0.446], [0.782, 0.186, -0.182], [-1.022, -0.638, 0.134], [-0.049, 0.161, -0.077], [-0.179, 0.203, -0.058], [-0.221, -0.009, 0.016], [0.178, 0.009, -0.426], [0.157, -0.262, 0.548], [-0.197, 0.048, 0.459], [0.068, -0.087, -0.327], [-0.124, -0.135, -0.109], [-0.176, -0.181, 0.025], [-0.095, 0.119, -0.262], [-0.256, -0.475, -0.102], [0.129, -0.157, -0.150], [0.265, -0.074, 0.067], [-0.084, 0.075, -0.215]],
  "mulliken_charge": [-1.249, -1.143, -0.545, -0.369, -0.612, -0.452, 0.335, 0.314, 0.300, 0.259, 0.266, 0.318, 0.294, 0.339, 0.284, 0.347, 0.298, 0.313, 0.367, 0.336]
}

=====

Entry 4:
{
  "formula": "C2H3N3O3",
  "method": "ωB97M-V/def2-TZVPD",
  "e_lumo_ev": 0.17,
  "energy_ha": -467.69870,
  "total_charge": 0,
  "homo_energy_ev": -9.16,
  "symbols": ["O", "O", "O", "N", "N", "N", "C", "C", "H", "H", "H"],
  "coordinates": [[0.610, -0.335, -1.954], [0.096, 1.052, 0.476], [-0.544, -1.884, -1.125], [-0.111, -0.346, 0.383], [-0.034, -2.244, -2.359], [0.601, -1.377, -2.935], [-0.030, 1.379, 1.931], [-0.087, -0.638, -0.881], [0.877, 0.944, 2.508], [-1.145, 0.684, 2.305], [-0.233, 2.766, 1.652]],
  "forces_ev_per_angstrom": [[1.358, 4.064, -1.200], [0.477, -0.189, 2.571], [0.059, -1.372, -1.687], [-0.632, 1.712, -2.496], [-0.886, -2.108, -0.830], [-1.199, 0.177, 3.149], [-2.866, 0.691, -2.091], [0.839, -2.504, 2.337], [-1.493, 1.394, -0.824], [3.504, 2.665, -0.880], [0.841, -4.530, 1.951]],
  "mulliken_charge": [-0.180, -0.146, -0.118, -0.396, 0.024, 0.029, -0.458, 0.588, 0.229, 0.219, 0.208]
}

=====

Entry 5:
{
  "formula": "C21H18O17V",
  "method": "ωB97M-V/def2-TZVPD",
  "e_lumo_ev": 8.48,
  "energy_ha": -3033.61491,
  "total_charge": -5,
  "homo_energy_ev": 6.29,
  "symbols": ["V", "O", "O", "O", "O", "O", "O", "O", "O", "O", "O", "O", "O", "O", "O", "O", "O", "O", "C", "C", "C", "C", "C", "C", "C", "C", "C", "C", "C", "C", "C", "C", "C", "C", "C", "C", "C", "C", "C", "H", "H", "H", "H", "H", "H", "H", "H", "H", "H", "H", "H", "H", "H", "H", "H", "H", "H"],
  "coordinates": [[1.845, -1.387, 0.230], [-1.084, -2.832, 0.186], [-1.798, -6.530, 2.266], [1.223, -0.844, -1.117], [6.161, -0.754, -0.252], [-1.568, -7.368, 0.186], [-4.990, 2.269, 0.418], [2.352, 0.515, 3.517], [2.074, -3.002, 0.142], [5.054, 0.737, 0.976], [1.591, 3.635, -2.208], [-0.620, -5.386, 0.688], [0.473, 2.222, -0.172], [6.537, 1.658, -0.736], [1.720, 0.610, 1.428], [1.508, -1.327, 2.444], [3.940, -0.989, -0.009], [-6.430, -1.592, 0.190], [2.840, 3.100, -1.891], [-2.375, -2.583, 0.225], [2.949, 1.818, -1.349], [1.692, -0.050, 2.596], [5.321, 2.060, -1.229], [-5.079, -1.971, 0.159], [3.981, 3.823, -2.198], [-2.822, 1.682, 1.255], [-2.780, -1.280, -0.106], [-0.841, 2.324, 0.060], [-1.322, -6.428, 1.065], [-1.454, 1.598, 1.082], [4.177, 1.310, -0.971], [5.043, -0.304, 0.251], [-4.650, -3.254, 0.467], [-3.302, -3.608, 0.423], [-3.603, 2.327, 0.295], [5.239, 3.268, -1.902], [-1.627, 3.130, -0.762], [-3.026, 3.048, -0.731], [-4.142, -1.025, -0.230], [-3.045, -4.627, 0.690], [-0.853, 0.993, 1.753], [4.186, 0.347, -0.466], [-3.338, 1.216, 2.085], [0.936, 1.587, 0.459], [-4.494, -0.060, -0.589], [-0.922, -3.821, 0.436], [-5.307, 1.381, 0.610], [-1.125, 3.530, -1.637], [1.087, 3.278, -1.445], [-2.004, -0.553, -0.292], [-5.404, -3.996, 0.734], [6.508, 0.716, -0.505], [-3.572, 3.647, -1.448], [3.952, 4.842, -2.567], [6.111, 3.908, -1.995], [-6.972, -2.306, 0.528], [2.050, 1.298, -1.038]],
  "forces_ev_per_angstrom": [[3.383, -1.689, 2.367], [0.184, -0.420, 0.483], [0.129, 0.228, -0.195], [-0.769, -0.044, -0.354], [-0.889, -0.012, -0.162], [0.132, 0.222, 0.347], [-0.642, 0.765, -0.225], [-2.417, -0.824, 0.929], [-0.742, 2.643, -0.128], [0.144, -1.899, 1.912], [-0.113, -0.014, 0.779], [-0.629, 0.014, 0.233], [-1.135, 0.932, -0.054], [0.394, 2.820, -2.020], [-1.985, -0.381, -1.273], [-1.245, 0.084, -0.484], [-1.121, -2.164, 0.981], [-0.416, 0.463, -0.206], [0.626, 0.268, -0.924], [1.085, -0.226, -0.797], [0.033, 0.488, 0.391], [5.058, 0.875, -1.192], [1.552, 0.057, 0.160], [0.520, -0.307, -0.245], [0.161, -0.195, 0.125], [-0.028, 0.228, -0.710], [-0.816, -0.722, -0.121], [0.356, -0.334, 0.125], [-0.381, -0.334, -0.574], [-0.183, 0.140, 0.842], [-1.238, 1.985, -2.600], [3.754, -3.088, 4.962], [-0.291, 0.034, -0.068], [-1.427, 0.253, 0.800], [-0.415, -0.203, 0.547], [-0.346, 0.288, 0.515], [-0.006, -0.862, -0.862], [0.849, 0.461, 0.557], [-0.092, 0.594, 0.403], [0.525, 0.092, -0.127], [0.098, 0.058, -0.124], [-3.278, 3.207, -3.994], [0.150, -0.277, -0.033], [0.419, -0.527, 0.900], [0.082, -0.036, 0.082], [0.481, -0.423, 0.082], [0.470, -0.235, 0.009], [-0.078, 0.425, 0.145], [-0.349, 0.092, -0.483], [-0.090, 0.046, -0.210], [0.104, -0.095, -0.008], [0.102, -1.505, 0.471], [-0.376, -0.296, 0.001], [-0.325, 0.046, -0.168], [0.228, -0.182, -0.132], [0.307, -0.275, 0.038], [0.495, -0.237, -0.712]],
  "mulliken_charge": [1.649, -0.419, -0.846, -0.709, -0.907, -0.887, -0.682, -0.837, -0.556, -0.726, -0.713, -0.775, -0.599, -0.623, -0.566, -0.743, -0.880, -0.599, 0.221, 0.025, -0.048, 0.863, 0.294, 0.884, -0.680, -0.181, -0.555, 0.662, 0.663, -0.207, -0.853, 0.581, -0.668, -0.591, 0.428, -0.675, -0.675, -0.964, -0.861, -0.085, 0.168, 1.690, 0.319, 0.425, 0.808, 0.465, 0.378, 0.321, 0.525, 0.795, 0.177, 0.387, 0.392, 0.347, 0.267, 0.255, 0.125]
}